1.
ORCA calculation (the ωB97M-V functional and the def2-TZVPD basis) on a cluster of 3 separate species, C14H26ClO8PS in total.

Element x y z (Å)
1 C 3.6552 3.5273 0.3205
2 C 3.3647 2.7857 -0.8104
3 C 2.0443 2.8905 -1.6119
4 C 1.0535 3.9021 -1.0010
5 C 0.4589 3.4757 0.3632
6 P -0.4668 4.8819 1.1668
7 O -1.7515 4.1499 1.9670
8 Cl 0.8414 5.4288 2.7380
9 C -0.4569 2.2216 0.0921
10 S 0.6592 0.9660 -0.6343
11 O 1.4922 0.4018 0.4314
12 O -0.2266 -0.0821 -1.1682
13 O 1.4928 1.5922 -1.8874
14 H 3.7162 4.6252 0.3316
15 H 3.8439 3.0358 1.2858
16 H 4.1387 2.1038 -1.1914
17 H 2.3279 3.3051 -2.5967
18 H 1.5913 4.8575 -0.8690
19 H 0.2371 4.0942 -1.7174
20 H 1.2111 3.1215 1.0885
21 H -2.2840 4.8963 2.2602
22 H -0.9203 1.8407 1.0078
23 H -1.2309 2.5134 -0.6339
24 O -5.9845 -1.9944 3.4605
25 C -4.9331 -1.5078 3.1474
26 O -4.2229 -2.0590 2.1509
27 C -3.0428 -1.4694 1.5956
28 C -1.8136 -1.8059 2.4142
29 C -4.3600 -0.3396 3.9093
30 H -3.1747 -0.3938 1.4616
31 H -2.9408 -1.8950 0.5985
32 H -1.8844 -1.4159 3.4304
33 H -0.9182 -1.3913 1.9473
34 H -1.6979 -2.8871 2.4977
35 H -3.8826 -0.7088 4.8162
36 H -5.1772 0.3258 4.1802
37 H -3.6459 0.2539 3.3421
38 O 3.5785 -1.9958 -3.5051
39 C 2.7685 -2.7239 -2.9971
40 O 2.8033 -4.0386 -3.2770
41 C 1.9943 -5.0100 -2.6106
42 C 0.6121 -5.0980 -3.2248
43 C 1.6688 -2.1785 -2.1240
44 H 1.9628 -4.8167 -1.5370
45 H 2.5097 -5.9612 -2.7401
46 H 0.0711 -4.1557 -3.1359
47 H 0.0260 -5.8794 -2.7393
48 H 0.6867 -5.3239 -4.2893
49 H 0.8722 -1.7887 -2.7538
50 H 2.0776 -1.3726 -1.5226
51 H 1.2556 -2.9037 -1.4263

Output
**HOMO-LUMO gap**: 8.45 eV
**Spin multiplicity**: 1
**SMILES**: C=C[C@@H]1C[C@@H](P(O)Cl)CS(=O)(=O)O1.CCOC(C)=O.CCOC(C)=O
**DFT total energy**: -2350.612883 hartree

---

2.
ORCA calculation (the ωB97M-V functional and the def2-TZVPD basis) on a structure of composition C14H26HfN3O4.

Element x y z (Å)
1 Hf -0.3345 -0.4755 -0.1630
2 C -0.8019 2.2072 -4.3330
3 O -1.5538 0.9094 -3.9859
4 C -1.4379 0.2504 -2.9177
5 O -0.6739 0.4478 -1.9155
6 N -2.2673 -0.8411 -2.8057
7 N -2.1552 -1.5083 -1.5593
8 H -1.0491 2.3996 -5.3449
9 H 0.2256 1.9758 -4.2684
10 H -1.0569 2.9812 -3.6062
11 H -2.9491 -1.0575 -3.5339
12 H -2.0693 -2.4846 -1.7744
13 H -3.0132 -1.4336 -1.0686
14 O -0.1747 -2.5283 0.7193
15 C 0.7926 -3.5762 0.3725
16 C 2.0280 -2.9325 -0.0388
17 C 2.0547 -1.8916 -1.1395
18 C 2.5839 -0.5456 -0.6144
19 C 3.8802 -0.2588 -0.4988
20 C 4.3551 0.9417 0.1235
21 C 3.4265 1.7565 0.6888
22 C 2.0979 1.4372 0.6286
23 N 1.6685 0.3377 0.0022
24 H -0.6001 -2.6543 1.5911
25 H 0.2611 -4.0802 -0.4451
26 H 0.9119 -4.2289 1.2613
27 H 2.7549 -3.7782 -0.2537
28 H 2.4861 -2.5236 0.8236
29 H 1.0813 -1.7008 -1.7433
30 H 2.7263 -2.1754 -1.9785
31 H 4.6034 -0.8819 -1.0397
32 H 5.3199 1.2301 0.0726
33 H 3.6667 2.6914 1.1970
34 H 1.4337 2.0775 1.1538
35 C -3.0284 2.2190 1.8082
36 C -1.9320 1.2252 2.2843
37 C -0.7424 1.9737 2.8302
38 C -2.4084 0.2302 3.3027
39 O -1.2930 0.3656 1.0907
40 H -3.4683 2.6538 2.7161
41 H -3.8350 1.7227 1.2710
42 H -2.6983 3.0683 1.2272
43 H -1.1070 2.5346 3.6351
44 H -0.2172 2.6981 2.1443
45 H -0.0098 1.2876 3.2430
46 H -2.7299 0.7447 4.1795
47 H -1.5488 -0.3637 3.6730
48 H -3.2024 -0.4469 2.9884

Output
**HOMO-LUMO gap**: 9.68 eV
**Spin multiplicity**: 1
**Energy relative to the best compared isomer or geometry (same formula, charge and spin)**: 0.127 eV
**Charge**: +3
**DFT total energy**: -1061.410516 hartree

---

Calculated LUMO level (eV), listed in the same order as above: -0.456 -9.981
Calculated HOMO (eV), listed in the same order as above: -8.91 -19.66